The following is a quantum chemistry calculation of an isolated molecule of C13H26NO5PS2 at a distorted geometry, from the Open Molecules 2025 dataset.

Calculated values
Maximum force: 17.8 eV Å⁻¹
Orbital gap: 8.56 eV
Highest occupied orbital energy: -9.048 eV
Structure (SMILES): CCOC(=O)[C@@](C)(CC)NC(=O)CSP(=S)(OCC)OCC

Geometry as ORCA input:
```
! RIJCOSX wB97M-V def2-TZVPD def2/J DEFGRID3
* xyz 0 1
C -1.7130 -3.3272 0.9263
C -2.2734 -2.1422 1.5059
H -3.3575 -2.1214 1.4264
H -2.0589 -2.0633 2.5262
O -2.0029 -1.1000 0.7044
C -2.9554 -0.4483 0.0627
O -4.1362 -0.8146 0.0572
C -2.2776 0.8689 -0.8109
N -0.9733 0.4868 -1.2057
C -0.6595 -0.7665 -1.7144
O -1.6254 -1.3386 -1.9092
C 0.6583 -0.8786 -2.1591
H 0.8430 -1.8637 -2.9955
H 1.3128 0.0368 -2.2573
S 1.5962 -1.8032 -0.7801
P 2.4483 -0.1474 0.4340
O 2.2697 -0.5339 1.9002
C 0.8789 -0.3186 2.4715
C 0.7910 1.2291 2.9018
H -0.3327 1.2212 3.5290
H 0.7213 1.8691 2.0931
H 1.3131 1.4316 3.8836
H 0.8609 -0.9098 3.2321
H 0.1043 -0.4487 1.7989
S 2.0983 1.8278 -0.6712
O 4.1541 -0.4145 0.3973
C 4.9961 -0.1601 -0.5833
C 4.9060 -0.5966 -1.9084
H 4.8552 -1.8614 -1.5658
H 3.9491 -0.5887 -2.2866
H 5.6812 -0.3593 -2.6016
H 5.9399 -0.1325 -0.2557
H 4.8438 1.1321 -0.7442
H -0.1810 0.9828 -0.9728
C -3.1409 1.1666 -1.8944
H -3.1914 0.5639 -2.4978
H -2.5974 2.0287 -2.6384
H -4.0905 1.5817 -1.3037
C -2.1840 2.0126 0.3782
C -1.6924 3.4049 -0.0602
H -2.1094 3.6195 -0.7870
H -1.6762 4.0693 0.8976
H -0.6626 3.1010 -0.5007
H -1.6102 1.4609 1.2202
H -3.2798 2.2135 0.6653
H -1.9547 -4.3109 1.2921
H -0.5993 -3.3751 0.9774
H -1.8860 -3.4836 -0.1772
*
```

=====

The following is a quantum chemistry calculation of an isolated molecule of C5H10O3 at a distorted geometry, from the Open Molecules 2025 dataset.

Calculated values
Maximum force: 1.4 eV Å⁻¹
Orbital gap: 9.39 eV
Highest occupied orbital energy: -8.716 eV
Structure (SMILES): CC(C)=C(O)C(O)O

Geometry as ORCA input:
```
! RIJCOSX wB97M-V def2-TZVPD def2/J DEFGRID3
* xyz 0 1
C -0.8100 -0.0454 0.0898
C -1.8775 -0.4684 1.0716
C -1.3847 0.6710 -1.1083
C 1.6480 0.3165 -0.5456
C 0.5103 -0.2510 0.2898
O 2.5649 -0.7138 -0.8537
O 2.3492 1.2659 0.2319
O 0.9739 -1.0799 1.3119
H 3.0895 1.5319 -0.3351
H 2.5243 -1.2909 -0.0679
H 0.2287 -1.5854 1.6736
H 1.3309 0.7953 -1.4722
H -2.3839 -1.3737 0.7255
H -1.4837 -0.6442 2.0772
H -2.1945 0.0712 -1.5407
H -1.7953 1.6418 -0.8151
H -2.6244 0.3267 1.1803
H -0.6656 0.8327 -1.9130
*
```

=====

The following is a quantum chemistry calculation of the ion C2H6IOS with charge +1 at a distorted geometry, from the Open Molecules 2025 dataset.

Calculated values
Maximum force: 7.8 eV Å⁻¹
Orbital gap (alpha / beta): 7.99 / 7.99 eV
Highest occupied orbital energy (alpha / beta): -15.020 / -15.019 eV

Geometry as ORCA input:
```
! RIJCOSX wB97M-V def2-TZVPD def2/J DEFGRID3
* xyz 1 1
C 0.0794 1.5349 -0.2086
C 0.4829 -1.4285 -0.3431
O -2.0298 -0.2431 -0.3655
S -0.4578 -0.1030 0.3750
I -0.5757 -0.1479 2.8560
H -0.1364 1.4122 -1.2306
H 1.0632 1.7053 0.3308
H -0.5670 2.1790 0.1995
H 0.8506 -1.1510 -1.3194
H -0.2049 -2.1901 -0.5324
H 1.4955 -1.5679 0.2383
*
```

=====

The following is a quantum chemistry calculation of a cluster of 2 separate species, C27H57ClN3O5P2S in total at a distorted geometry, from the Open Molecules 2025 dataset.

Calculated values
Maximum force: 3.7 eV Å⁻¹
Orbital gap: 7.14 eV
Highest occupied orbital energy: -10.960 eV

Geometry as ORCA input:
```
! RIJCOSX wB97M-V def2-TZVPD def2/J DEFGRID3
* xyz 1 1
C 4.9547 -2.9918 2.1416
C 3.7374 -1.9530 2.2546
C 4.2363 -0.4422 2.2997
C 3.2150 0.5428 3.0748
C 2.9290 1.8991 2.2398
C 1.4291 1.9825 1.6953
C 1.3439 1.9544 0.0842
C -0.1517 1.5058 -0.3449
C -0.1650 -0.0778 -0.2683
C -1.5156 -0.8024 -0.7257
C -1.5307 -0.6397 -2.3086
N -0.4047 -1.2978 -3.0249
C -1.2388 -2.2734 -0.1166
C -0.4750 -3.5000 -0.7256
O -1.0942 -4.7750 -0.3941
C -1.5913 -5.4362 -1.5796
C -2.7499 -6.4358 -1.0718
N -1.8001 -2.2497 1.0740
P -1.8526 -3.4945 2.3582
S -0.0856 -4.3224 2.6038
C -2.5412 -0.9880 1.4726
C -1.8807 -0.0147 2.5374
C -2.8278 0.4896 3.7053
C -3.4054 -0.6453 4.6627
C -2.9063 -0.4311 -0.0049
N -3.2928 0.9859 0.1860
C -4.6191 1.1789 0.8431
C -3.3574 1.7881 -1.0353
C -2.8657 3.3133 -0.9086
O -3.8019 1.4597 -2.1347
P -4.5033 -1.3012 -0.6700
O -5.4077 -1.8967 0.6693
Cl -4.0168 -3.0357 -1.7596
H 5.5871 -3.0034 3.0793
H 5.5666 -2.6926 1.2272
H 4.5374 -4.0316 1.9237
H 3.0634 -2.1462 1.3528
H 3.1578 -2.2023 3.1969
H 4.4223 -0.0568 1.2479
H 5.2573 -0.4450 2.8101
H 2.2610 -0.0147 3.3336
H 3.7257 0.7632 4.0715
H 3.1557 2.7439 2.9739
H 3.6711 1.9467 1.3876
H 0.9802 2.9426 2.1235
H 0.8543 1.1297 2.1706
H 1.5460 3.0173 -0.2437
H 2.1106 1.2066 -0.2850
H -0.2670 1.8997 -1.4117
H -0.8356 2.0334 0.3794
H 0.1444 -0.3491 0.8011
H 0.7202 -0.4307 -0.9014
H -1.4487 0.4793 -2.5212
H -2.4953 -0.9623 -2.8098
H 0.0355 -0.5709 -3.6074
H -0.7823 -1.9708 -3.6991
H -0.3643 -3.4900 -1.8465
H 0.5877 -3.5494 -0.3032
H -0.7676 -6.0783 -2.0315
H -2.0577 -4.7367 -2.3334
H -3.7389 -5.8842 -1.0319
H -2.8006 -7.3884 -1.6717
H -2.4848 -6.7009 0.0075
H -2.8610 -4.4711 2.0503
H -2.1542 -2.8429 3.5877
H -3.3984 -1.4456 2.0760
H -1.3700 0.8983 2.1006
H -1.0395 -0.6103 3.0435
H -2.1798 1.1600 4.3693
H -3.6966 1.1340 3.3843
H -4.1954 -1.2137 4.0570
H -2.6267 -1.3542 5.0769
H -4.0022 -0.1239 5.4846
H -5.4917 1.2687 0.1075
H -4.5754 2.2025 1.3560
H -4.8645 0.4393 1.6555
H -2.5378 3.5295 0.1572
H -3.7640 3.9845 -1.1192
H -2.0097 3.5189 -1.6113
H -6.2011 -1.3271 0.7419
C 3.4546 2.2238 -3.5022
O 3.1246 3.3815 -2.7484
C 4.2712 4.1638 -2.4221
C 4.4216 5.3567 -3.3580
O 4.6860 4.9430 -4.6942
C 3.5254 4.9623 -5.5125
H 2.5374 1.8354 -3.9502
H 4.1656 2.4437 -4.3022
H 3.8755 1.4608 -2.8375
H 5.1755 3.5467 -2.4265
H 4.1241 4.5344 -1.4039
H 5.2789 5.9531 -3.0317
H 3.5344 5.9985 -3.3203
H 3.3027 5.9897 -5.8164
H 2.6563 4.5362 -5.0044
H 3.7288 4.3697 -6.4059
*
```

=====

The following is a quantum chemistry calculation of a structure of composition C14H17BF6HgN6O at a distorted geometry, from the Open Molecules 2025 dataset.

Calculated values
Maximum force: 2.3 eV Å⁻¹
Orbital gap: 6.70 eV
Highest occupied orbital energy: -8.421 eV

Geometry as ORCA input:
```
! RIJCOSX wB97M-V def2-TZVPD def2/J DEFGRID3
* xyz 0 1
H 0.4696 4.2090 -0.4512
N 0.0597 2.2952 -1.2784
B -0.4189 0.3247 -3.0490
N -0.0478 1.8040 -2.5775
C 0.2857 2.8096 -3.4214
Hg 0.7344 1.5218 0.6559
H 0.3693 2.6168 -4.4785
C 0.5517 3.9624 -2.6908
H 0.8493 4.9276 -3.0601
C 0.3811 3.6130 -1.3541
H -0.0146 0.1833 -4.1785
C -2.3420 -3.2914 2.1664
H -1.9518 -3.8292 3.0365
H -1.6677 -2.4680 1.8919
H -2.4224 -4.0038 1.3391
N -1.9325 -0.0874 -3.1414
N 0.4081 -0.6903 -2.2205
N -2.4989 -0.9727 -2.2301
N 0.5802 -0.5316 -0.8688
C -2.8272 0.1763 -4.1358
C 1.1959 -1.7040 -2.6665
H -2.5728 0.8453 -4.9547
H 1.2415 -1.9646 -3.7155
C -3.9980 -0.5453 -3.8774
C 1.9104 -2.2021 -1.5781
C -3.7508 -1.2009 -2.6364
C 1.4617 -1.4682 -0.4633
H -4.8801 -0.6319 -4.4811
H 2.6581 -2.9747 -1.5766
H -4.4576 -1.8084 -2.0831
H 1.7522 -1.5589 0.5783
H -3.3184 -2.9301 2.3899
C 2.9037 1.2465 3.9229
C 1.7008 0.4193 3.5013
O 1.5583 0.2479 2.1439
C 1.9768 -1.0412 4.0840
F 2.2533 -1.0290 5.4262
F 0.9641 -1.9132 3.8777
F 3.0856 -1.5328 3.4465
C 0.3506 1.0337 4.0528
F 0.2780 1.1336 5.4054
F 0.2360 2.3192 3.5653
F -0.7517 0.3511 3.6349
H 3.8025 0.7932 3.4929
H 3.0113 1.2766 5.0126
H 2.8233 2.2701 3.5448
*
```

=====

The following is a quantum chemistry calculation of a structure of composition C45H41BrN4RuSSb2 at a distorted geometry, from the Open Molecules 2025 dataset.

Calculated values
Expectation value of S²: 8.8074
Maximum force: 1.6 eV Å⁻¹
Orbital gap (alpha / beta): 6.41 / 5.48 eV
Highest occupied orbital energy (alpha / beta): -8.851 / -10.075 eV

Geometry as ORCA input:
```
! RIJCOSX wB97M-V def2-TZVPD def2/J DEFGRID3
* xyz 1 6
Ru 0.1991 -0.6168 0.8593
C 2.7218 0.8774 4.0020
C 2.0580 0.8875 2.6664
N 1.9811 -0.2851 1.8986
N 2.8929 -1.2028 2.0767
C 2.8173 -2.2811 1.3277
N 3.7716 -3.2130 1.4413
S 1.5587 -2.5666 0.1507
C 1.4574 2.0209 2.1086
C 1.2897 3.2284 2.8339
C 0.6917 4.3019 2.2304
C 0.2592 4.1913 0.9040
C 0.4144 2.9706 0.2682
N 0.9773 1.9099 0.8261
H 3.4179 0.0444 4.0537
H 1.9868 0.7561 4.8059
H 3.2610 1.8077 4.1738
H 4.4846 -3.1141 2.1466
H 3.6718 -4.0864 0.9564
H 1.6078 3.2725 3.8663
H 0.5519 5.2278 2.7727
H -0.1922 5.0267 0.3883
H 0.0715 2.8433 -0.7558
Br -0.1564 -2.7427 2.9765
C -0.9563 -1.4796 4.1564
C -1.1570 -1.8567 5.4525
C -1.8151 -0.9796 6.3312
C -2.2951 0.2101 5.8659
C -2.1091 0.5959 4.5182
C -2.6717 1.8006 4.0397
C -2.5477 2.1397 2.7263
C -1.7923 1.3284 1.8579
C -1.1463 0.1873 2.2782
C -1.3733 -0.2388 3.6223
H -0.8236 -2.8265 5.7951
H -1.9587 -1.2747 7.3618
H -2.8439 0.8780 6.5181
H -3.2285 2.4207 4.7316
H -3.0035 3.0428 2.3386
H -1.7300 1.6431 0.8257
C 0.3103 -0.6221 -3.7969
C -0.8913 -1.5726 -3.7020
C -0.9177 -2.4795 -2.4708
Sb -1.6609 -1.5552 -0.6397
C -2.8101 0.1831 -1.1652
C -3.9589 0.3824 -0.4009
C -4.6774 1.5615 -0.5188
C -4.2505 2.5543 -1.3904
C -3.1136 2.3574 -2.1595
C -2.3915 1.1762 -2.0427
C -3.2768 -2.9432 -0.5049
C -4.2394 -2.8274 -1.5054
C -5.1953 -3.8174 -1.6656
C -5.1750 -4.9345 -0.8397
C -4.2256 -5.0416 0.1638
C -3.2748 -4.0435 0.3416
Sb 1.1660 0.1832 -1.9490
C 3.0924 -0.7730 -2.0525
C 4.0567 -0.2083 -1.2202
C 5.3489 -0.7092 -1.1988
C 5.6878 -1.7756 -2.0196
C 4.7286 -2.3465 -2.8425
C 3.4306 -1.8499 -2.8582
C 2.0941 1.9170 -2.8529
C 2.5988 2.9389 -2.0571
C 3.3296 3.9738 -2.6257
C 3.5561 3.9953 -3.9931
C 3.0591 2.9738 -4.7894
C 2.3346 1.9348 -4.2213
H 0.0424 0.2535 -4.3897
H 1.1444 -1.1178 -4.2924
H -0.8684 -2.2188 -4.5842
H -1.8293 -1.0148 -3.7572
H 0.0749 -2.8868 -2.2607
H -1.5999 -3.3145 -2.6228
H -4.2894 -0.3864 0.2884
H -5.5724 1.7077 0.0723
H -4.8064 3.4792 -1.4727
H -2.7864 3.1213 -2.8538
H -1.5066 1.0471 -2.6544
H -4.2378 -1.9634 -2.1608
H -5.9488 -3.7197 -2.4362
H -5.8967 -5.7269 -0.9889
H -4.2184 -5.9119 0.8074
H -2.5427 -4.1261 1.1361
H 3.7868 0.6298 -0.5840
H 6.0870 -0.2660 -0.5416
H 6.7003 -2.1585 -2.0200
H 4.9920 -3.1858 -3.4742
H 2.6959 -2.3317 -3.4931
H 2.4379 2.9304 -0.9868
H 3.7229 4.7625 -1.9968
H 4.1233 4.8022 -4.4381
H 3.2384 2.9785 -5.8569
H 1.9796 1.1360 -4.8593
*
```

=====

E_tot (a.u.)
-2079.27580; -422.20888; -850.51008; -3144.09216; -1724.93966; -5505.64063
Energy relative to the best compared isomer or geometry (same formula, charge and spin) (kJ/mol)
1297.2; 125.2; 231.1; 521.7; 0.0; 60.6